[1]
Formula: C31H58N6O17
Source: the OMol25 dataset
Level of theory: ωB97M-V/def2-TZVPD

```
112
Properties=species:S:1:pos:R:3:forces:R:3
C -1.5685 5.0861 0.0057 0.317 -1.061 0.173
N -0.4593 4.1345 -0.3236 -0.524 0.956 0.963
C 0.4403 3.8855 0.6333 0.099 -2.311 1.357
C 1.2697 2.7408 0.4577 0.456 1.132 0.027
C 1.2812 2.0721 -0.7527 -1.276 -0.190 -0.367
C 0.3588 2.4504 -1.7489 1.161 1.136 0.060
C -0.4887 3.4934 -1.4911 -0.316 -0.441 -0.361
C 1.9463 0.7517 -0.8431 0.464 -0.096 0.717
C 3.3227 0.5748 -1.0017 -0.022 0.698 -0.836
C 3.8365 -0.6792 -0.9872 0.093 -0.978 0.882
N 3.0649 -1.7018 -0.6325 -2.173 -1.500 -0.259
C 1.7197 -1.5849 -0.3886 0.901 0.353 0.279
C 1.1312 -0.3318 -0.5059 1.845 -0.743 -0.591
C 3.6037 -3.0876 -0.6710 -0.438 0.505 -0.515
H -2.5053 4.5119 -0.1950 0.497 1.001 0.013
H -1.3598 6.0106 -0.5328 -0.531 0.091 -0.353
H -1.4585 5.3151 1.0668 -0.326 -0.010 -0.047
H 0.2619 4.3065 1.6686 0.451 -0.071 -1.246
H 1.9689 2.3707 1.2165 -0.507 0.491 0.066
H 0.4192 2.1362 -2.7721 -0.238 -0.854 -0.188
H -1.3049 3.7175 -2.1704 0.083 0.184 0.049
H 4.0529 1.3312 -1.2579 -0.467 0.500 0.140
H 4.8742 -0.9501 -1.1193 0.073 0.318 -0.212
H 1.1951 -2.4851 -0.0119 0.445 0.658 -0.572
H 0.1002 -0.2202 -0.3582 -1.319 0.175 0.312
H 4.4506 -3.0988 -0.0447 0.965 -0.283 0.850
H 3.8956 -3.3217 -1.6888 0.085 0.080 -0.165
H 2.8344 -3.7966 -0.3988 0.004 -0.019 0.231
C 1.0411 3.9895 5.5218 0.699 -0.823 -0.109
C -0.2529 4.5080 5.0018 0.685 0.873 -1.303
O -0.4907 4.4748 3.7709 -0.162 -0.202 0.727
N -1.0257 5.1289 5.8705 -0.673 0.245 0.174
H -4.1645 10.3591 8.3217 1.111 -0.415 0.056
H -0.6862 5.2406 6.8134 -0.057 -0.124 -0.119
C -2.2308 5.8650 5.4966 0.754 -0.200 -1.720
H 1.8779 4.6225 5.1627 -0.536 -0.317 0.210
H 1.1213 3.0137 5.0348 0.485 -0.028 0.223
H 1.1174 3.8464 6.6120 -0.167 0.209 -0.455
H -2.9094 5.1875 4.9271 0.281 0.492 0.725
H -1.9431 6.6882 4.7579 -0.523 -0.771 1.280
H -2.5996 6.2075 6.4438 -0.753 0.437 -0.238
C -0.5807 0.6114 3.6059 -0.764 0.486 -0.183
C -0.5835 -0.6654 2.8296 1.725 0.648 -0.973
O 0.4965 -1.2424 2.5269 -1.142 0.212 0.625
N -1.7312 -1.1307 2.3707 0.026 0.325 0.111
H -2.5448 -0.5406 2.2384 0.330 0.218 0.538
H 1.8780 -0.5009 2.4177 -1.045 -0.228 -0.029
C -1.7598 -2.3762 1.7057 -0.781 -2.573 0.742
H -1.5095 1.1848 3.4216 0.215 -0.511 0.553
H 0.1988 1.2954 3.2750 0.414 -0.345 0.107
H -0.4276 0.3355 4.6567 -0.129 0.403 -0.149
H -0.9796 -2.5804 0.9786 0.264 0.427 0.041
H -2.7058 -2.3787 1.1914 -0.353 -0.510 -0.308
H -1.7476 -3.2535 2.4663 -0.014 1.372 -1.250
C 1.7554 -7.5100 -1.4659 -0.708 1.666 -1.339
C 0.9637 -6.2562 -1.1436 -0.467 0.825 -0.210
O 1.4760 -5.1385 -1.0457 0.152 0.086 0.039
N -0.3513 -6.4433 -0.9106 0.341 -0.976 -0.044
H -0.6079 -7.3787 -1.1785 -0.736 0.093 0.368
H -1.4835 6.4247 -2.8234 -0.043 -0.147 0.101
C -1.3434 -5.4793 -0.4096 0.922 -0.761 -0.539
H 1.1285 -8.3121 -1.7266 -0.839 -1.186 -0.066
H 2.2836 -7.6990 -0.6003 1.265 -0.793 1.850
H 2.4535 -7.4029 -2.2844 0.151 0.498 -0.112
H -2.2906 -6.0057 -0.2646 0.407 -0.011 0.815
H -1.5799 -4.8270 -1.2108 -0.033 1.150 -0.784
H -0.9024 -4.9072 0.4236 -0.604 -0.490 -0.122
C 1.7654 0.2365 -6.4867 0.219 1.569 -1.073
O 1.7217 -1.0120 -5.9021 0.160 -0.971 1.432
C 2.0600 -1.0869 -4.5239 -0.905 -0.763 0.110
C 1.8845 -2.5334 -4.0821 -1.446 -1.360 0.471
N 0.4613 -3.0460 -3.9721 0.473 0.116 0.371
H 0.4685 -3.8452 -3.2933 -0.043 0.811 -0.963
H -0.4424 -1.7609 -3.3304 -0.457 0.266 0.016
C -0.1840 -3.4501 -5.2556 0.030 -1.073 1.343
C -1.4543 -4.2403 -4.9448 1.456 -0.349 -1.326
O -1.2105 -5.4128 -4.1733 -1.365 0.322 -0.033
C -2.4708 -6.1336 -4.1838 0.847 0.370 -0.889
H 1.3740 1.0778 -5.8374 0.025 -0.987 -0.665
H 1.2392 0.1618 -7.4720 0.042 0.232 1.069
H 2.7978 0.4958 -6.7691 0.019 0.068 0.256
H 1.3880 -0.4345 -3.9251 0.216 -0.142 -0.294
H 3.0880 -0.8540 -4.2356 0.348 0.478 -0.651
H 2.2897 -2.7441 -3.0876 0.107 0.610 0.021
H 2.3967 -3.2591 -4.7047 0.467 0.306 -0.605
H 0.4623 -4.0021 -5.9498 0.208 0.148 0.327
H -0.5321 -2.5567 -5.7029 -0.078 0.970 -0.865
H -1.8782 -4.5763 -5.8980 0.006 0.259 -0.106
H -2.1241 -3.5051 -4.5543 -0.955 0.045 1.091
H -3.2142 -5.5969 -3.6378 -0.710 0.783 0.177
H -2.3808 -7.0526 -3.6631 0.556 -1.025 0.246
H -2.8010 -6.3030 -5.2361 0.173 0.016 0.782
O 4.6933 -0.7456 3.0714 0.267 0.056 0.171
C 3.4776 -0.1729 3.2806 2.382 -0.869 0.276
O 3.1688 0.3609 4.3031 -0.766 0.293 0.061
O 2.8178 -0.3597 2.1653 -0.375 0.523 -0.533
H 5.2356 -0.7065 3.8733 -0.261 0.238 -0.023
O -2.3042 8.0089 7.6859 0.382 1.056 1.254
C -3.2957 8.8979 7.4625 1.206 0.932 1.918
O -4.0276 8.8584 6.5550 -1.411 -0.422 -1.775
O -3.3028 9.8782 8.4279 -0.925 -0.434 -0.521
H -1.8443 8.3429 8.4962 -0.296 -0.573 -0.750
O -3.3993 1.2512 1.6094 1.069 -0.283 -1.408
C -3.0953 1.5889 0.2753 -0.463 0.000 1.599
O -3.8823 2.3870 -0.2551 0.793 -0.209 -0.406
O -2.0454 1.0720 -0.1650 -0.015 0.239 -0.165
H -4.3274 1.4361 1.6817 -1.044 0.354 0.435
O -2.2074 0.8943 -2.8146 0.980 -1.016 -0.028
C -1.4775 -0.0050 -3.4900 2.313 -0.622 -1.506
O -1.0465 -1.0844 -2.7978 -0.721 0.697 0.330
O -1.0590 0.1654 -4.6398 -1.358 0.268 1.492
H -2.0257 0.7794 -1.8356 -0.646 0.095 -0.300
```
Forces are in eV/Å.

Summary:
Kohn-Sham gap ... 1.89 eV
Charge ... +2

Mulliken atomic charge list, values in e, 5 entries: number 1, C, carries -0.719; number 2, N, carries 0.178; number 3, C, carries -0.177; number 4, C, carries -0.642; number 5, C, carries -0.317

***

[2]
Formula: C31H59BCl3FO12S
Source: the OMol25 dataset
Level of theory: ωB97M-V/def2-TZVPD

```
108
Properties=species:S:1:pos:R:3:forces:R:3
C 0.7131 -2.2653 3.9366 -0.048 0.237 -0.218
C 1.2987 -2.4798 2.5403 -0.444 0.421 0.316
C 0.8929 -1.3164 1.5910 0.406 -1.095 0.480
C 1.0744 -1.7576 0.1219 0.481 0.326 0.692
C 2.5929 -1.6665 -0.1298 0.144 0.026 -0.307
C 0.1337 -1.2045 -1.0224 -0.031 -0.025 -0.566
C -0.1015 -2.4351 -1.9574 -0.014 -0.053 -0.267
O 1.0398 -3.2933 -2.0462 -0.107 -0.097 -0.188
O 0.7323 -4.5572 -1.4645 -0.103 -0.070 0.436
C -1.2281 -0.4872 -0.5125 0.530 -0.231 -0.149
C -1.8491 -1.5390 0.4165 -0.577 -0.665 0.485
O -3.2106 -1.8252 0.1296 0.314 0.160 -0.145
C -3.6064 -2.9775 0.8322 -0.669 0.001 0.080
C -5.0532 -3.2864 0.5038 0.191 0.152 0.181
C -2.2343 -0.0593 -1.6593 -0.423 0.220 0.814
Cl -2.6813 -1.3652 -2.8152 0.113 0.083 -0.125
C -3.6531 0.5053 -1.3348 -0.850 0.065 -1.191
C -4.2749 1.0552 -2.6582 0.000 0.391 0.473
Cl -3.8130 1.8355 -0.1382 -0.348 0.166 -0.314
C -0.8931 0.9012 0.1872 -0.248 0.250 -0.491
C -1.1833 1.1053 1.6841 -0.344 0.742 0.261
C -2.5758 0.7749 2.2646 -0.020 -0.714 0.759
C -2.4414 0.1082 3.6159 0.306 0.516 0.099
F -1.8145 1.0160 4.4950 0.037 -0.021 0.031
C 0.4050 1.7058 -0.2414 0.321 0.746 0.719
B 1.3893 2.1105 0.9885 0.191 -0.029 0.009
O 1.0805 3.0496 1.9528 0.036 -0.162 -0.174
O 2.6204 1.5455 0.9804 -0.103 -0.045 0.087
C 3.4918 1.7734 2.0796 0.454 -0.190 -0.100
C 0.0093 3.0167 -0.9921 0.225 -0.674 -0.419
Cl -1.0362 4.0938 -0.0142 -0.053 -0.005 0.090
C 1.1882 3.7968 -1.5598 -0.192 0.485 -0.580
C 1.6621 3.3518 -2.9545 0.447 -0.140 0.208
O 1.3538 1.0860 -1.1669 -0.266 -0.311 -0.147
S 0.9643 -0.0592 -2.1595 0.266 -0.538 -0.312
O 0.0601 0.3600 -3.1939 -0.446 0.456 0.449
O 2.1766 -0.6110 -2.6650 0.319 0.020 0.300
H 1.1264 -1.3705 4.4052 0.101 -0.018 0.136
H 0.8741 -3.1314 4.5741 0.137 0.007 0.113
H -0.3642 -2.1228 3.8706 -0.021 -0.119 0.029
H 0.8867 -3.4207 2.1755 0.255 -0.090 -0.176
H 2.3803 -2.5295 2.6398 0.114 -0.318 -0.210
H -0.1194 -1.1127 1.9021 0.124 0.368 -0.285
H 1.5779 -0.5104 1.8454 -0.356 0.494 -0.146
H 0.8680 -2.8248 0.1665 -0.236 -0.036 -0.244
H 2.9128 -0.6597 -0.3709 -0.008 0.130 0.109
H 3.1280 -1.9600 0.7694 -0.096 -0.115 0.132
H 2.9234 -2.3115 -0.9339 -0.046 -0.045 -0.114
H -0.2951 -2.1346 -2.9805 -0.038 0.166 -0.054
H -0.9524 -3.0222 -1.6275 -0.030 -0.010 0.179
H 0.2228 -5.0080 -2.1530 0.122 0.076 -0.194
H -1.7956 -1.2769 1.4693 0.057 0.207 -0.069
H -1.3141 -2.4928 0.3788 0.185 0.053 -0.241
H -2.9635 -3.8237 0.5701 0.162 0.019 0.003
H -3.5214 -2.7934 1.9079 0.243 -0.174 0.089
H -5.6942 -2.5396 0.9687 -0.144 0.045 -0.107
H -5.3152 -4.2584 0.9188 -0.087 -0.077 -0.041
H -5.2186 -3.2886 -0.5710 -0.021 -0.053 -0.073
H -1.7548 0.7370 -2.2117 0.183 -0.270 -0.350
H -4.3264 -0.2807 -1.0222 0.318 -0.034 0.507
H -5.0253 0.3735 -3.0439 0.198 -0.227 -0.233
H -4.7989 1.9855 -2.4553 0.010 0.050 0.083
H -3.5185 1.2796 -3.4055 0.036 -0.160 -0.149
H -1.6407 1.5700 -0.2310 0.114 -0.225 -0.038
H -0.4179 0.7408 2.3662 0.074 -0.317 -0.144
H -1.1362 2.1856 1.7973 0.189 0.083 -0.070
H -3.1988 0.1234 1.6545 0.073 0.073 -0.066
H -3.1614 1.6738 2.4482 0.061 0.080 -0.200
H -1.7863 -0.7597 3.5897 -0.177 -0.223 0.010
H -3.4058 -0.1208 4.0628 -0.079 -0.187 -0.032
H 0.7163 2.6841 2.7592 -0.137 0.134 0.255
H 3.0465 1.4700 3.0261 -0.166 0.120 0.054
H 4.3759 1.1567 1.9310 -0.003 -0.058 -0.127
H 3.8110 2.8110 2.1238 -0.141 0.132 0.086
H -0.6178 2.6991 -1.8278 -0.092 0.117 -0.040
H 2.0528 3.8607 -0.8997 -0.133 -0.145 0.345
H 0.8491 4.8195 -1.6689 -0.057 0.098 0.163
H 0.9756 2.6719 -3.4509 -0.126 0.017 -0.031
H 2.6223 2.8447 -2.8717 -0.029 -0.201 -0.097
H 1.8354 4.2147 -3.5933 -0.102 0.116 0.000
O -1.4749 -4.1968 2.8474 -0.081 0.048 0.022
C -1.4509 -5.3918 2.7270 -0.030 -0.086 -0.209
O -0.2657 -6.0170 2.8190 0.115 0.079 0.189
C -0.1289 -7.4407 2.8582 0.002 -0.207 -0.106
C -0.0787 -8.0411 1.4691 -0.032 0.105 -0.083
C -2.6912 -6.1886 2.3949 -0.082 -0.065 0.341
H -0.9127 -7.8859 3.4725 -0.027 0.030 -0.022
H 0.8131 -7.6153 3.3743 0.019 0.084 0.010
H -1.0073 -7.8717 0.9232 -0.032 -0.050 0.035
H 0.0949 -9.1157 1.5270 0.004 -0.006 0.015
H 0.7284 -7.5871 0.8943 0.032 -0.014 0.027
H -2.8177 -6.2032 1.3125 0.022 -0.021 -0.020
H -3.5456 -5.6841 2.8392 0.013 0.108 -0.089
H -2.6784 -7.2102 2.7660 0.054 -0.026 -0.115
O 2.3524 6.5612 -1.7791 0.071 0.118 -0.027
C 2.9937 7.2652 -2.5091 0.141 0.075 0.149
O 3.4466 6.7460 -3.6664 -0.139 -0.116 -0.130
C 4.0606 7.5332 -4.6901 0.143 0.102 -0.072
C 5.5457 7.7120 -4.4554 0.017 -0.037 0.124
C 3.3688 8.6789 -2.1298 -0.255 0.153 -0.168
H 3.5441 8.4874 -4.8032 0.005 0.004 0.039
H 3.8933 6.9738 -5.6088 -0.039 -0.061 0.035
H 5.7449 8.2610 -3.5349 -0.015 0.058 -0.030
H 5.9975 8.2560 -5.2850 -0.008 0.001 -0.013
H 6.0310 6.7400 -4.3702 -0.007 -0.012 -0.047
H 4.2877 8.6499 -1.5456 0.028 -0.004 -0.011
H 2.5738 9.0816 -1.5081 0.031 -0.092 0.108
H 3.5032 9.3489 -2.9754 0.124 -0.044 0.006
```
Forces are in eV/Å.

Summary:
Kohn-Sham gap ... 9.85 eV
Charge ... 0

Mulliken atomic charge list, values in e, 5 entries: number 1, C, carries -1.244; number 2, C, carries -0.617; number 3, C, carries 0.445; number 4, C, carries -0.091; number 5, C, carries -2.228